Entry 1:
{"formula": "F4HNP2", "method": "the ωB97M-V functional and the def2-TZVPD basis", "homo_lumo_gap_ev": 10.2, "multiplicity": 1, "e_tot_ha": -1137.6367, "smiles": "[H]/N=P/F.FP(F)F", "symbols": ["N", "F", "F", "F", "F", "P", "P", "H"], "xyz": [[-0.47837, -0.38061, -2.01591], [-1.11383, -0.01231, 2.57308], [1.04296, -0.25560, 2.20976], [-0.36691, 1.02462, 0.68306], [1.34699, -0.38216, -0.38618], [-0.19590, -0.49635, 1.39772], [0.76511, 0.48549, -1.71580], [-1.00004, 0.01692, -2.74573]], "mulliken_charge": [-0.3897, -0.2622, -0.1396, -0.2983, -0.2802, 0.6460, 0.4677, 0.2562]}

***

Entry 2:
{"formula": "C19H36F9N3NbOS2", "method": "the ωB97M-V functional and the def2-TZVPD basis", "homo_lumo_gap_ev": 6.7, "multiplicity": 1, "total_charge": -1, "e_tot_ha": -2736.9370, "symbols": ["C", "C", "C", "C", "C", "Nb", "C", "C", "C", "C", "N", "C", "C", "C", "C", "C", "F", "F", "C", "F", "F", "S", "F", "F", "F", "F", "F", "C", "C", "S", "C", "N", "N", "C", "O", "H", "H", "H", "H", "H", "H", "H", "H", "H", "H", "H", "H", "H", "H", "H", "H", "H", "H", "H", "H", "H", "H", "H", "H", "H", "H", "H", "H", "H", "H", "H", "H", "H", "H", "H", "H"], "xyz": [[3.17139, -1.14812, 3.31313], [2.47383, -2.50831, 3.09168], [1.28313, -2.66876, 4.03526], [2.10018, -2.72258, 1.62107], [0.94686, -1.82071, 1.10866], [1.38344, -0.65594, -0.78769], [1.67328, 0.27888, -2.84911], [2.00066, 1.78992, -2.84179], [3.49391, 2.10722, -3.01633], [4.22963, 2.38840, -1.69702], [5.57046, 1.79801, -1.71345], [-0.28483, -1.89827, -1.78436], [-1.67962, -1.36442, -1.48634], [-2.80768, -2.27667, -2.03232], [-4.14139, -2.10115, -1.29016], [-5.13937, -1.32374, -2.11265], [-5.53317, -2.09599, -3.17122], [-4.62107, -0.20136, -2.64683], [-6.48309, -0.98887, -1.38376], [-7.45676, -0.83208, -2.27233], [-6.79954, -2.03026, -0.61301], [-6.48184, 0.58713, -0.30478], [-4.91481, 0.50071, -0.11176], [-6.29699, 1.45638, -1.61271], [-8.06270, 0.71063, -0.44272], [-6.68193, -0.23458, 1.03787], [-6.48248, 1.91915, 0.54232], [0.03597, 1.03981, -0.03133], [0.69684, 2.17792, 0.77252], [0.82481, 1.65548, 2.50690], [1.50330, 3.08331, 3.22225], [2.59253, 3.13801, 3.92754], [2.69608, 4.45238, 4.38560], [1.68240, 5.06978, 3.90557], [0.86578, 4.28215, 3.17461], [4.17356, -1.28701, 3.71975], [2.62235, -0.51703, 4.01064], [3.26764, -0.58844, 2.38375], [3.18976, -3.29181, 3.35724], [0.66282, -3.52979, 3.78053], [1.63846, -2.81266, 5.05894], [0.64927, -1.78300, 4.04548], [3.00439, -2.61180, 1.02264], [1.80367, -3.77166, 1.51247], [0.07247, -2.45663, 0.93552], [0.64508, -1.13266, 1.90238], [2.91224, 0.15334, -0.13558], [2.53033, -2.02764, -1.26425], [2.48748, -0.25908, -3.34168], [0.77737, 0.09013, -3.44545], [1.66845, 2.29371, -1.92799], [1.44508, 2.27047, -3.65223], [4.00327, 1.30307, -3.54625], [3.60110, 2.99502, -3.64493], [3.62744, 2.01201, -0.86602], [4.32656, 3.46613, -1.55265], [5.46104, 0.79315, -1.77651], [6.06972, 2.00428, -0.85944], [-0.21083, -2.90012, -1.35336], [-0.10019, -1.94034, -2.85896], [-1.82463, -0.36660, -1.90675], [-1.82873, -1.28707, -0.40516], [-2.93760, -2.05383, -3.09070], [-2.46529, -3.30550, -1.94980], [-3.99780, -1.64110, -0.31730], [-4.60192, -3.07436, -1.12827], [-0.75712, 0.61251, 0.59033], [-0.44541, 1.49195, -0.90287], [0.08196, 3.07934, 0.74524], [1.69703, 2.40950, 0.41425], [1.39375, 6.10005, 4.00369]], "mulliken_charge": [-1.0390, 0.6078, -1.5932, -1.1588, 0.0461, -1.1181, -1.0365, -0.1568, -0.9796, 0.0882, -0.7867, -1.5772, 0.3960, -0.9392, -0.7592, 0.6794, -0.3600, -0.2727, 0.5316, -0.2851, -0.2798, 1.3875, -0.3060, -0.2927, -0.3256, -0.3102, -0.2957, -1.4439, -0.4959, -0.1620, 0.4452, -0.1811, -0.5690, 0.0383, -0.2447, 0.3312, 0.2459, 0.0928, 0.4966, 0.3589, 0.4418, 0.2924, 0.3453, 0.4153, 0.3898, -0.0781, 0.0645, -0.0389, 0.4778, 0.4408, 0.0136, 0.3817, 0.4485, 0.2393, -0.1285, 0.3638, 0.2604, 0.2420, 0.5374, 0.6157, 0.1683, 0.0675, 0.4538, 0.4938, 0.4511, 0.4032, 0.7713, 0.6583, 0.5367, 0.0762, 0.4184]}

***

Entry 3:
{"formula": "C7H7F2NO", "method": "the ωB97M-V functional and the def2-TZVPD basis", "homo_lumo_gap_ev": [6.6, 6.6], "multiplicity": 1, "e_tot_ha": -600.4177, "symbols": ["C", "C", "C", "C", "C", "C", "C", "N", "O", "F", "F", "H", "H", "H", "H", "H", "H", "H"], "xyz": [[-1.33026, 1.75096, -0.19973], [-0.00168, 2.15924, -0.68296], [-1.52291, 1.00938, 0.91289], [1.23002, 1.67973, -0.38656], [0.32984, -1.35064, 0.37503], [-0.51511, 0.38384, 1.87798], [1.51341, -2.31760, 0.47580], [0.52264, -0.29187, 1.29991], [-0.67549, -1.43689, -0.37659], [2.50880, 1.92184, -0.51060], [0.07948, 1.41766, 2.65278], [-2.18772, 2.09127, -0.58041], [-0.13213, 2.74629, -1.59301], [-2.48650, 0.86885, 1.19554], [-1.06322, -0.17493, 2.61087], [2.44545, -1.90691, 0.09083], [1.28466, -3.23984, 0.09773], [1.79163, -2.35617, 1.54629]], "mulliken_charge": [-0.3891, -0.2807, -0.3888, 0.2579, 0.7952, -0.0265, -1.1410, -0.4167, -0.5883, -0.1668, -0.3109, 0.5422, 0.3358, 0.4391, 0.3654, 0.2633, 0.3909, 0.3191]}

***

Entry 4:
{"formula": "C3H3BrO", "method": "the ωB97M-V functional and the def2-TZVPD basis", "homo_lumo_gap_ev": [9.7, 6.5], "multiplicity": 1, "e_tot_ha": -2765.1568, "symbols": ["C", "C", "C", "O", "Br", "H", "H", "H"], "xyz": [[1.91364, 1.04649, 0.08883], [1.53134, -0.21909, 0.07465], [-1.86031, -0.34923, 0.09541], [1.97530, 2.18593, -0.11720], [2.04785, -1.98135, 0.07523], [-2.64809, 0.16513, 0.57456], [-2.21189, -0.78540, -0.83012], [-0.74783, -0.06248, 0.03864]], "mulliken_charge": [1.0391, -0.7638, -0.6069, -0.3334, 0.0109, 0.3056, 0.2516, 0.0969]}

***

Entry 5:
{"formula": "C6H8N2O6", "method": "the ωB97M-V functional and the def2-TZVPD basis", "homo_lumo_gap_ev": 8.0, "multiplicity": 1, "e_tot_ha": -794.2526, "smiles": "O=C[C@@H](O)COc1c(O)[nH]c(=O)n1O", "symbols": ["C", "C", "C", "C", "C", "C", "N", "N", "O", "O", "O", "O", "O", "O", "H", "H", "H", "H", "H", "H", "H", "H"], "xyz": [[0.00618, -0.53449, -2.26784], [-2.10428, -1.03202, -1.48426], [1.15953, -0.62488, 1.15783], [0.64690, 0.85556, 1.25432], [0.66262, 1.54395, -0.16205], [0.10877, -0.88205, -0.95629], [-1.37883, -0.73591, -2.56860], [-1.13266, -1.30292, -0.55969], [0.89769, -0.15576, -3.15282], [-3.26742, -1.16625, -1.20649], [1.30334, -1.00734, -0.29492], [-0.62286, 0.85994, 1.68188], [1.62923, 1.76377, -0.86286], [-1.57656, -1.85671, 0.63253], [2.18003, -0.77855, 1.46315], [0.55632, -1.25584, 1.61786], [1.26337, 1.57000, 1.82880], [-0.35810, 1.92818, -0.36608], [-1.85529, -0.40756, -3.37824], [-1.05531, 1.63314, 1.31806], [1.75253, 0.08452, -2.66272], [-2.62901, -1.79835, 0.47938]], "mulliken_charge": [0.4852, 0.2133, -0.9416, 0.3156, 0.1423, 0.0249, -0.0888, 0.3724, -0.6050, -0.7100, -0.5187, -0.4672, -0.5281, -0.4769, 0.3684, 0.4909, 0.3676, 0.2010, 0.2685, 0.3311, 0.3715, 0.3834]}

***

Entry 6:
{"formula": "C4H8O2", "method": "the ωB97M-V functional and the def2-TZVPD basis", "homo_lumo_gap_ev": 9.8, "multiplicity": 1, "e_tot_ha": -307.6395, "smiles": "O=CCCCO", "symbols": ["O", "C", "C", "C", "C", "O", "H", "H", "H", "H", "H", "H", "H", "H"], "xyz": [[1.54834, 1.17881, 0.08208], [1.18723, -0.12691, -0.51263], [0.25633, -1.04505, 0.34274], [-1.20908, -0.58844, 0.28292], [-1.18760, 0.93514, 0.13341], [-2.17056, 1.58978, -0.12717], [1.66441, 1.88846, -0.57908], [2.14716, -0.61584, -0.63070], [0.69720, -0.02235, -1.49808], [0.60433, -1.07604, 1.37950], [0.34669, -2.08161, -0.03062], [-1.75753, -1.04354, -0.55866], [-1.79111, -0.87312, 1.17488], [-0.16586, 1.40052, 0.25334]], "mulliken_charge": [-0.6171, -0.6424, -0.4488, -0.4929, -0.1456, -0.5140, 0.3311, 0.3868, 0.3627, 0.3069, 0.3043, 0.2617, 0.3077, 0.5996]}

***

Entry 7:
{"formula": "C20H26BN5ReSe2Si", "method": "the ωB97M-V functional and the def2-TZVPD basis", "homo_lumo_gap_ev": [6.5, 6.6], "multiplicity": 2, "total_charge": 2, "s_squared": 1.037, "e_tot_ha": -6246.4932, "symbols": ["Re", "Se", "Se", "C", "C", "C", "C", "C", "N", "C", "C", "C", "C", "C", "N", "H", "H", "H", "H", "H", "H", "H", "H", "C", "C", "C", "C", "C", "C", "N", "N", "Si", "C", "C", "C", "H", "H", "H", "H", "H", "H", "H", "H", "H", "H", "H", "H", "H", "H", "H", "B", "C", "N", "H", "H", "H"], "xyz": [[-0.37116, 0.03872, 0.75470], [-3.54447, 2.03629, 0.92458], [-2.16159, 1.19272, 2.58774], [-0.74619, 2.45799, 2.32094], [-0.54637, 3.60152, 3.04665], [0.58638, 4.35371, 2.73900], [1.45755, 3.91545, 1.75441], [1.18083, 2.74329, 1.07458], [0.07241, 2.03880, 1.34426], [-3.26003, 0.73364, -0.42723], [-4.34146, 0.59533, -1.27864], [-4.25904, -0.28178, -2.34424], [-3.09227, -1.01025, -2.51634], [-2.06253, -0.83177, -1.62971], [-2.11106, 0.04314, -0.58746], [-1.23112, 3.89231, 3.83122], [0.79238, 5.26562, 3.28478], [2.35757, 4.46682, 1.51992], [1.84547, 2.34155, 0.32410], [-5.24609, 1.15904, -1.09077], [-5.10106, -0.41062, -3.01301], [-2.97836, -1.72071, -3.32375], [-1.15310, -1.39191, -1.74887], [-1.06324, -3.57866, 1.70417], [-0.12735, -3.25654, 0.58497], [0.62614, -4.21919, -0.07416], [1.50716, -3.83937, -1.07148], [1.66785, -2.49924, -1.42665], [0.89269, -1.59391, -0.74598], [0.01107, -1.98065, 0.19398], [0.83211, -0.18770, -0.77162], [1.40707, 0.88530, -2.12061], [0.47832, 2.48724, -1.97653], [3.22851, 1.07970, -1.96126], [0.96722, 0.04941, -3.69890], [-1.76535, -4.35813, 1.40608], [-1.62153, -2.69910, 2.01884], [-0.50114, -3.95281, 2.56263], [0.52390, -5.25824, 0.20965], [2.09912, -4.59479, -1.57366], [2.38864, -2.18486, -2.16748], [1.10487, 3.30050, -1.60249], [-0.40650, 2.41801, -1.33537], [0.13250, 2.78529, -2.97000], [3.52206, 1.78549, -1.18017], [3.63568, 1.45211, -2.90654], [3.71339, 0.12341, -1.74746], [-0.09819, -0.18204, -3.78163], [1.53707, -0.86258, -3.88331], [1.21182, 0.75115, -4.50383], [1.49194, -1.37855, 4.68350], [1.07877, -0.82131, 3.34318], [0.72146, -0.39694, 2.30336], [2.59068, -0.93828, 4.94839], [0.63112, -0.97495, 5.44969], [1.49546, -2.58868, 4.54383]], "mulliken_charge": [1.0782, 0.1343, -0.0362, 0.4760, -0.6963, -0.2515, -0.9129, -0.5894, -0.0664, 0.4338, -0.7840, -0.4518, -0.9579, -0.1414, 0.2724, 0.5161, 0.4620, 0.4738, 0.7853, 0.4615, 0.4497, 0.5101, 0.6234, -1.4097, 0.3086, -0.6427, -0.7274, -0.8956, 0.7333, 0.1678, 0.1464, 0.0578, -0.9137, -1.0909, -1.1231, 0.4513, 0.1509, 0.3584, 0.5527, 0.4563, 0.5018, 0.3706, 0.2076, 0.4788, 0.3501, 0.4056, 0.3501, 0.3145, 0.3204, 0.4602, 0.2820, 0.1796, -0.4346, -0.0373, -0.0482, -0.0705]}